Record 1
This record from the OMol25 dataset describes a molecular structure, C7H14NiOPS. The level of theory is ωB97M-V with the def2-TZVPD basis set.

```
25
Properties=species:S:1:pos:R:3:forces:R:3:nbo_charge:R:1
C 0.730931 1.189490 -2.168409 0.21 0.63 -1.33 -0.573
C 0.406933 0.500954 -3.324280 0.09 0.14 -0.32 -0.361
C 0.033638 -0.858683 -3.373658 -0.31 0.49 0.09 -0.203
C -0.006111 -1.694885 -2.239009 -0.01 -0.70 -0.04 -0.361
C 0.295238 -1.299373 -0.962363 0.04 -0.55 0.56 -0.613
Ni 0.301125 0.582022 -0.442449 0.56 -0.16 0.38 0.377
P 0.494007 2.652401 0.177751 -0.45 -0.48 0.79 0.097
H 1.143298 2.212651 -2.375907 -0.34 -0.46 -0.22 0.113
H 0.444841 1.001628 -4.299783 0.16 -0.03 0.04 0.153
H -0.231329 -1.291042 -4.339288 0.08 0.06 0.08 0.167
H 0.382606 -2.161213 -0.256746 -0.17 0.22 -0.59 0.110
H -0.272617 -2.739462 -2.457315 0.23 0.03 0.05 0.150
H -0.686849 3.155017 0.835252 0.59 0.34 -0.10 -0.022
H 0.643029 3.661944 -0.817881 0.02 -0.23 0.36 -0.017
H 1.484657 3.108481 1.112323 -0.30 0.50 -0.11 -0.058
C 0.143458 0.172289 3.191662 -0.02 -0.46 0.13 -0.838
S -0.787582 -0.210860 1.680990 0.42 0.60 -0.47 1.342
C -0.824255 -1.983943 1.909325 -0.12 -0.10 0.72 -0.841
O -2.170626 0.283032 1.866512 -0.42 0.00 0.44 -1.000
H 0.960253 -0.554668 3.243118 0.00 0.20 0.04 0.222
H -0.528516 0.036551 4.050701 0.16 0.15 -0.21 0.220
H 0.556678 1.181824 3.135614 -0.23 -0.11 -0.03 0.235
H -1.186165 -2.166486 2.930709 -0.12 -0.13 -0.28 0.209
H -1.493974 -2.365844 1.145850 -0.06 -0.07 0.04 0.256
H 0.167332 -2.411825 1.777280 0.00 0.12 -0.04 0.236
```
Positions in Å, forces in eV/Å.

Computed properties:
HOMO (spin up / spin down) = -1.0313 / -3.2984 eV
LUMO level (spin up / spin down) = 0.1111 / 0.1074 hartree
electronic energy = -70695.634 eV
net charge = -1
2S+1 = 3

---

Record 2
This record from the OMol25 dataset describes a molecular structure, C8H18Br4HgN. The level of theory is ωB97M-V with the def2-TZVPD basis set.

```
32
Properties=species:S:1:pos:R:3:forces:R:3:nbo_charge:R:1
Hg -25.715585 -32.824029 9.300420 -4.91 3.90 -2.49 1.335
C -24.071415 -34.428296 10.611446 2.60 -2.08 0.72 -0.704
C -22.872906 -34.541013 9.678540 0.95 -1.89 0.77 -0.484
C -21.765605 -35.453899 10.316541 -0.58 0.80 -0.55 -0.210
N -20.769922 -36.205220 9.339920 1.26 2.20 1.11 -0.216
C -19.611264 -36.658497 10.279226 -1.34 1.18 -2.56 -0.388
C -21.325371 -37.310163 8.521310 -0.90 0.04 0.62 -0.236
C -20.478101 -37.350547 7.255027 -2.00 0.83 0.28 -0.413
C -20.475383 -35.846329 6.870861 1.97 -0.01 0.80 -0.431
C -20.287380 -35.136466 8.258944 -0.16 -0.34 0.15 -0.230
H -24.586799 -33.494149 10.388159 2.79 -3.39 1.97 0.173
H -23.788438 -34.239629 11.647028 0.17 -0.54 0.32 0.201
H -24.752335 -35.268160 10.473337 0.71 -0.17 0.30 0.224
H -22.440135 -33.551063 9.534264 -0.12 -0.02 -0.42 0.227
H -23.228622 -35.008040 8.760143 0.25 0.39 -0.08 0.239
H -22.134665 -36.190229 11.030486 -0.14 -0.21 -0.28 0.211
H -21.184330 -34.714708 10.867734 0.63 -0.48 0.13 0.209
H -18.877419 -37.014469 9.556154 0.31 -0.49 0.67 0.204
H -20.060822 -37.385643 10.955451 0.53 0.18 0.09 0.227
H -19.295544 -35.695365 10.680197 0.26 -0.59 0.60 0.226
H -21.387456 -38.226954 9.107616 0.26 0.01 0.07 0.215
H -22.348631 -36.955082 8.398965 -0.17 -0.36 -0.78 0.252
H -19.504318 -37.762179 7.520388 0.15 0.21 -0.42 0.201
H -20.953049 -37.907829 6.447582 0.15 -0.33 0.25 0.245
H -19.559697 -35.794203 6.281873 0.12 0.81 -0.01 0.218
H -21.256417 -35.440351 6.228012 -0.45 -0.47 0.54 0.260
H -19.274271 -34.769259 8.422965 0.54 -1.13 0.24 0.214
H -20.773135 -34.191553 8.502410 -1.02 -0.45 -0.65 0.268
Br -26.697079 -34.123269 10.628674 -9.08 -7.84 8.60 -0.754
Br -27.072223 -31.222197 8.735508 -6.86 7.71 -3.02 -0.796
Br -24.969880 -33.817173 7.652008 4.99 -7.11 -12.84 -0.769
Br -24.245919 -31.673903 10.323662 9.10 9.66 5.89 -0.718
```
Positions in Å, forces in eV/Å.

Computed properties:
HOMO = -2.7538 eV
LUMO level = 0.0541 hartree
electronic energy = -294413.415 eV
net charge = -1
energy above the lowest of the compared OMol25 structures with the same formula, charge and spin = 1395.5 kJ/mol

---

Record 3
This record from the OMol25 dataset describes a molecular structure, C53H46Cl4Ge2LiN5OS3. The level of theory is ωB97M-V with the def2-TZVPD basis set.

```
115
Properties=species:S:1:pos:R:3:forces:R:3:mulliken_spin:R:1
Li -0.812971 -0.205407 0.024630 -0.54 -0.10 -0.01 -0.002
S -6.355427 -1.071742 4.408307 0.22 0.24 -0.07 0.020
C -6.626225 0.311617 5.399144 -0.08 -0.17 -0.04 0.079
C -5.711210 1.284589 5.146728 -0.09 0.04 0.09 -0.042
C -4.776425 0.923762 4.147481 0.08 -0.12 -0.15 0.096
C -4.976649 -0.337004 3.628189 -0.24 0.10 0.27 -0.068
C -4.232368 -1.041917 2.612441 0.16 -0.14 -0.21 0.114
C -3.153684 -0.428015 1.939605 -0.17 -0.08 0.10 -0.036
N -2.432009 -0.998163 1.010778 0.08 0.19 -0.09 0.097
C -2.706844 -2.287810 0.649760 -0.04 -0.34 -0.12 0.121
C -3.774650 -3.006768 1.265841 -0.12 0.24 0.22 0.027
C -4.023389 -4.361931 0.853017 0.07 -0.15 -0.13 -0.033
C -3.256401 -4.955240 -0.083520 -0.18 0.01 0.17 -0.014
C -2.173720 -4.250975 -0.717336 0.27 -0.05 -0.29 0.021
C -1.368446 -4.836827 -1.675262 -0.08 0.05 0.13 0.099
C -0.338175 -4.096293 -2.288037 -0.10 0.27 0.16 0.058
C -0.222099 -2.750689 -1.890414 -0.05 -0.33 -0.16 -0.045
N -0.944757 -2.165977 -0.967829 0.06 0.46 0.05 0.129
C -1.925586 -2.894536 -0.347551 -0.27 -0.13 0.16 0.116
C 0.553294 -4.672806 -3.269583 0.21 -0.06 -0.23 -0.051
C 0.534662 -5.938914 -3.809753 -0.07 0.10 0.11 0.102
C 1.571264 -6.171195 -4.746841 0.11 0.01 -0.08 -0.038
C 2.381279 -5.093686 -4.919613 0.04 0.09 0.01 0.062
S 1.889244 -3.771880 -3.934540 -0.15 -0.20 0.03 0.019
C -4.526789 -2.367875 2.232616 0.11 0.05 -0.06 0.084
H -7.443405 0.310419 6.102172 0.03 0.06 0.01 0.005
H -5.699405 2.234302 5.664183 0.00 0.00 -0.01 -0.003
H -3.972663 1.567880 3.821804 0.00 0.00 0.02 0.016
H -2.873620 0.594490 2.177701 -0.02 -0.01 0.01 -0.007
H -4.844733 -4.894010 1.320712 0.01 -0.03 -0.01 -0.001
H -3.443505 -5.979429 -0.387946 -0.01 0.00 0.02 -0.002
H -1.541697 -5.871692 -1.946366 0.00 -0.02 0.00 0.036
H 0.522192 -2.123381 -2.375825 -0.05 0.02 0.01 -0.012
H -0.198731 -6.685941 -3.543597 -0.03 0.02 0.01 0.015
H 1.706014 -7.105671 -5.274040 0.01 0.00 0.00 -0.002
H 3.239399 -4.992356 -5.564427 -0.02 -0.02 0.00 0.006
H -5.346695 -2.898881 2.704611 0.01 -0.05 -0.01 0.028
N 0.502942 0.334398 1.339315 0.24 0.25 0.25 0.005
C 1.636952 0.574963 1.269493 -0.58 0.19 0.56 -0.003
Cl 0.676746 0.526920 -1.877250 0.05 -0.05 -0.44 0.001
C 2.165516 1.334809 -1.325324 0.37 -0.03 0.29 0.000
H 1.855916 2.205725 -0.747957 -0.03 -0.05 0.00 0.000
H 2.696923 1.660877 -2.217792 0.00 -0.07 -0.02 0.000
Cl -4.168851 7.486039 -5.479016 -0.05 0.02 -0.08 0.000
C -3.239541 7.086973 -4.072469 0.10 -0.08 0.15 0.000
C -3.231382 7.944372 -2.988009 -0.11 0.13 -0.05 0.000
C -2.472003 7.610164 -1.883370 0.04 -0.15 -0.03 0.000
C -1.718733 6.438245 -1.816805 0.18 -0.11 -0.12 0.000
C -0.939764 6.218225 -0.532031 -0.32 -0.06 0.19 0.000
C -1.722863 5.377287 0.509927 0.31 0.17 -0.24 0.000
N -2.043976 4.035050 0.106414 -0.06 -0.02 0.01 -0.001
C -3.211387 3.628108 -0.498902 -0.04 -0.05 -0.11 0.000
C -3.078760 2.285705 -0.694267 -0.08 0.07 0.02 -0.001
N -1.868015 1.863021 -0.216104 0.21 -0.25 0.02 0.002
C -1.272521 2.927494 0.255063 0.01 -0.06 -0.07 0.002
O 0.346471 5.717175 -0.785093 0.08 -0.13 -0.13 0.000
C 1.301774 6.017029 0.220196 0.08 -0.02 0.06 0.000
C 2.437409 6.871347 -0.281469 -0.14 -0.21 -0.20 0.000
C 3.110334 6.710469 -1.458702 0.19 0.24 0.26 0.000
Cl 2.863098 5.522700 -2.656614 -0.07 -0.12 -0.08 0.000
S 4.396083 7.849234 -1.637452 -0.23 -0.13 0.10 0.000
C 4.035385 8.553935 -0.116870 0.14 0.00 -0.14 0.000
C 2.984901 7.940199 0.482808 0.00 0.09 0.06 0.000
C -1.753499 5.584284 -2.930788 -0.10 0.19 0.20 0.000
Cl -0.913042 4.080511 -3.015327 0.14 -0.03 0.20 0.000
C -2.512333 5.912059 -4.048154 -0.04 0.07 -0.07 0.000
H -3.799568 8.863743 -3.015447 0.00 -0.01 0.00 0.000
H -2.457086 8.287070 -1.037003 0.03 0.01 -0.01 0.000
H -0.838369 7.205990 -0.060602 -0.06 0.05 -0.07 0.000
H -2.653296 5.901364 0.730189 0.00 0.01 0.09 0.000
H -1.125570 5.330021 1.422728 -0.06 0.01 0.03 0.000
H -4.002840 4.319974 -0.733551 0.01 0.01 0.02 0.000
H -3.782384 1.597916 -1.134146 0.01 0.01 0.02 -0.002
H -0.296834 2.933800 0.719251 -0.03 0.03 0.01 0.000
H 1.692651 5.076304 0.625799 -0.04 0.01 -0.06 0.000
H 0.821487 6.555233 1.044676 0.06 -0.06 0.06 0.000
H 4.622472 9.382760 0.244300 -0.03 0.00 0.02 0.000
H 2.601479 8.231465 1.451446 -0.01 0.00 -0.01 0.000
H -2.530790 5.243903 -4.897242 0.02 -0.02 0.02 0.000
C 6.764747 1.330591 1.279700 -0.26 -0.11 -0.19 0.000
Ge 4.827470 1.719949 1.079920 0.07 0.19 0.39 0.000
C 4.190934 1.950961 2.946230 -0.01 -0.05 -0.14 0.000
C 4.752082 3.522781 0.244695 -0.07 -0.14 -0.05 0.000
Ge 3.388995 0.173165 -0.192756 0.73 -0.14 -0.65 -0.002
C 4.641589 -0.298835 -1.745243 -0.07 -0.04 0.18 0.000
C 5.386804 0.718298 -2.345695 -0.09 0.00 0.04 0.000
C 6.273307 0.464845 -3.382734 0.04 0.09 -0.02 0.000
C 6.430978 -0.830510 -3.855763 0.01 -0.03 -0.02 0.000
C 5.696129 -1.857538 -3.282502 0.01 -0.03 -0.01 -0.001
C 4.818788 -1.592101 -2.237647 0.05 0.09 0.01 0.002
C 3.137313 -1.652505 0.577080 0.07 0.42 -0.07 0.002
C 3.663805 -1.859342 1.850531 0.06 0.07 -0.01 0.001
C 3.567105 -3.091609 2.478255 -0.03 -0.04 0.00 0.000
C 2.919255 -4.141466 1.840455 0.01 0.01 -0.01 0.000
C 2.366493 -3.942652 0.584098 -0.03 -0.09 0.01 -0.017
C 2.482017 -2.709845 -0.043453 0.00 0.11 -0.07 0.001
H 7.216284 2.138642 1.858792 -0.02 0.01 0.00 0.000
H 7.270411 1.263337 0.315987 -0.02 -0.01 -0.01 0.000
H 6.917397 0.392944 1.815544 0.00 0.00 -0.01 0.000
H 4.342748 2.976926 3.289225 0.07 0.00 -0.05 0.000
H 4.739999 1.284473 3.614444 0.01 -0.01 -0.01 0.000
H 3.131655 1.710201 3.020933 0.00 0.01 -0.01 0.000
H 5.101807 4.293408 0.935398 0.00 -0.07 0.05 0.000
H 3.727167 3.757102 -0.042809 -0.07 0.08 -0.03 0.000
H 5.364783 3.571613 -0.657645 -0.01 -0.02 0.03 0.000
H 5.266414 1.739652 -1.988764 0.07 -0.01 -0.07 0.000
H 6.843660 1.276633 -3.820882 -0.01 -0.01 0.00 0.000
H 7.122677 -1.038624 -4.663362 0.00 0.01 0.00 0.000
H 5.806962 -2.873699 -3.644470 0.01 0.01 -0.01 0.000
H 4.268724 -2.410687 -1.795347 0.00 -0.09 -0.01 -0.001
H 4.141361 -1.031055 2.366808 0.00 -0.06 0.05 0.000
H 3.978786 -3.230557 3.471088 0.03 0.01 -0.02 0.000
H 2.840853 -5.109375 2.320441 -0.03 0.02 0.02 0.000
H 1.833797 -4.749159 0.093212 0.00 0.03 -0.05 0.006
H 2.036021 -2.578105 -1.021288 0.12 -0.01 0.07 0.012
```
Positions in Å, forces in eV/Å.

Computed properties:
HOMO (spin up / spin down) = -1.9331 / -4.8114 eV
LUMO level (spin up / spin down) = 0.0611 / 0.0611 hartree
electronic energy = -261041.251 eV
net charge = -1
2S+1 = 2

---

In g mol⁻¹, the M values for the records above are, in order, 235.9; 648.4; 1159.2.